12
Properties=species:S:1:pos:R:3 method="wB97M-V/def2-TZVPD" multiplicity=1 lumo_ha=0.0039 smiles="S=C1SC[C@H]2N[C@@H]12"
C -1.57 0.37 0.05
C 0.96 1.06 0.05
C 0.69 -0.34 -0.33
C -0.69 -0.76 -0.26
H 1.43 1.28 1.06
H 1.65 1.62 -0.79
H 1.63 -0.84 -0.82
H 0.47 -1.84 0.82
H -0.94 -1.59 -0.85
N 0.24 -0.92 0.82
S -3.18 0.18 0.09
S -0.69 1.76 0.16

***

12
Properties=species:S:1:pos:R:3 method="wB97M-V/def2-TZVPD" multiplicity=1 lumo_ha=0.0093 smiles="S=C1NS[C@H]2C[C@@H]12"
C -0.87 0.45 -0.91
C 0.61 0.16 1.10
C 1.11 -0.87 0.17
C 0.44 0.48 -0.36
H -2.70 0.14 -0.10
H 1.26 0.79 1.69
H 2.15 -1.11 -0.17
H 0.41 -1.70 0.13
H 1.36 1.10 -0.79
N -1.66 0.22 0.10
S -1.01 0.35 -2.60
S -1.09 0.01 1.74

***

12
Properties=species:S:1:pos:R:3 method="wB97M-V/def2-TZVPD" multiplicity=2 total_charge=+1 lumo_ha="-0.1785 / -0.2267"
O 3.05 -0.80 1.47
C 2.99 -1.11 0.15
C 1.95 -0.66 -0.67
C 1.14 0.48 -0.45
C 0.10 0.79 -1.32
O -0.62 1.84 -1.30
Y -1.00 4.01 -0.64
H 3.41 -2.09 -0.17
H 3.74 -0.04 0.74
H 1.72 -1.29 -1.53
H 1.38 1.16 0.37
H -0.12 0.07 -2.13

***

13
Properties=species:S:1:pos:R:3 method="wB97M-V/def2-TZVPD" multiplicity=2 total_charge=+1 lumo_ha="-0.1409 / -0.1772"
O 2.44 0.82 -1.83
C 1.91 1.14 -0.79
C 1.45 0.14 0.24
C 0.14 0.45 0.87
C -1.08 0.75 0.20
H 1.70 2.21 -0.56
H 2.22 0.12 1.03
H 1.43 -0.87 -0.20
H -1.05 1.35 -0.72
O -0.13 -0.15 2.36
O -2.15 0.25 0.60
Rb -3.35 -1.41 3.31
H 0.69 -0.45 2.79

***

13
Properties=species:S:1:pos:R:3 method="wB97M-V/def2-TZVPD" multiplicity=4 total_charge=+1 lumo_ha="-0.2174 / -0.2125"
O -0.81 -1.18 -0.14
C -0.72 0.14 -0.18
O -1.76 0.74 -0.56
Tm -1.03 3.01 -0.78
O 0.06 1.76 0.91
C 0.59 0.90 -0.08
H 1.44 0.30 0.28
C -0.10 -1.93 0.85
H 0.79 -2.40 0.41
H 0.18 -1.29 1.70
H -0.79 -2.71 1.19
C 0.74 1.58 -1.44
H 1.40 1.07 -2.15

***

13
Properties=species:S:1:pos:R:3 method="wB97M-V/def2-TZVPD" multiplicity=4 total_charge=+1 lumo_ha="-0.1482 / -0.2419"
C -1.88 1.05 0.16
H -1.89 1.01 1.25
H -2.87 0.74 -0.21
H -1.72 2.09 -0.16
C -0.66 -1.16 0.06
C -0.82 0.15 -0.40
O 1.20 0.56 0.18
C 1.62 -0.63 0.13
O 0.70 -1.58 -0.08
O 2.81 -0.98 -0.10
H -0.99 -1.37 1.09
H -0.59 0.30 -1.47
Tm 5.10 -0.18 -0.45

***

14
Properties=species:S:1:pos:R:3 method="wB97M-V/def2-TZVPD" multiplicity=1 total_charge=-1 lumo_ha=0.1433 smiles="O=C[C@](O)(CO)C(=O)[O-]"
C -0.45 -1.53 0.35
C -0.33 1.00 1.10
C 0.83 0.19 -1.02
C -0.44 -0.13 -0.09
O -1.36 1.57 1.35
O -1.43 -2.10 0.76
O 0.80 1.12 1.56
O 2.02 0.07 -0.39
O -1.63 0.08 -0.80
H 0.54 -2.08 0.36
H 0.96 -0.62 -1.88
H 0.76 1.31 -1.51
H 2.02 0.44 0.46
H -2.28 0.67 -0.25

***

16
Properties=species:S:1:pos:R:3 method="wB97M-V/def2-TZVPD" multiplicity=1 lumo_ha=-0.0005
O 1.42 -1.52 1.20
C 1.62 -0.30 1.40
O 1.88 0.22 2.51
O 1.59 0.58 0.35
Tl 1.60 -1.82 3.41
C 1.34 0.07 -1.02
C -0.04 0.63 -1.15
H 2.04 0.61 -1.68
H 1.36 -1.03 -1.04
H -0.15 1.71 -1.00
O -0.96 -0.15 -0.40
C -2.21 0.26 -0.35
O -2.67 1.24 -0.90
O -2.90 -0.55 0.45
H -3.82 -0.25 0.48
H -0.10 0.31 -2.26

***

For the records above, the corresponding energy above the lowest of the compared OMol25 structures with the same formula, charge and spin values read 264.8, 223.1, 221.0, 0.0, 0.0, 4.3, 27.7, 66.8 kJ/mol.
For the records above, the corresponding E values read -27386.971, -27387.403, -9353.455, -11018.518, -39889.950, -39889.905, -14467.405, -21207.937 eV.